Here is a molecular structure, C49H47Cu2N4O5 from the OMol25 dataset. Energies are from ωB97M-V/def2-TZVPD.

Calculated values
HOMO level = -14.60 eV
total charge = +3
gap between HOMO and LUMO = 4.7 eV
max |F| = 0.0995 Eh/bohr

Each line ends with the Löwdin charge.
Geometry (Å):
1 C -2.15231 0.61321 1.18638  0.019
2 N -1.84114 -0.25576 2.27774  -0.045
3 C -1.84699 0.25717 3.54770  0.058
4 C -1.50139 -0.56152 4.62412  0.083
5 C -1.17155 -1.92806 4.33773  -0.125
6 C -1.13125 -2.36811 3.04664  0.004
7 C -1.49816 -1.56136 2.04348  0.016
8 C -1.06151 -2.88295 5.47234  -0.125
9 C -2.12139 -2.82281 6.43366  0.076
10 C -2.11170 -3.71889 7.49416  0.045
11 N -1.06656 -4.56317 7.63842  -0.097
12 C -0.02525 -4.58988 6.80203  0.052
13 C -0.01017 -3.75741 5.67626  0.061
14 C -1.02676 -5.31986 8.83758  0.020
15 H -3.17540 0.92096 1.40245  0.126
16 H -2.00622 0.24570 0.17067  0.112
17 H -1.52915 1.50189 1.28644  0.084
18 H -2.21376 1.24905 3.76693  0.163
19 H -1.54570 -0.24632 5.65615  0.139
20 H -1.01184 -3.42023 2.83404  0.130
21 H -1.62616 -1.88242 1.02028  0.111
22 H -2.92279 -2.11132 6.29973  0.137
23 H -2.89309 -3.72561 8.23967  0.163
24 H 0.80493 -5.20850 7.10946  0.158
25 H 0.83737 -3.64466 5.01645  0.138
26 H -0.06321 -5.80278 9.00024  0.120
27 H -1.80897 -6.07267 8.74010  0.130
28 H -1.25530 -4.71902 9.71784  0.127
29 Cu -1.62477 -2.89991 -1.58220  0.551
30 Cu 0.82866 -3.98701 0.41403  0.703
31 C 1.18993 -0.68385 -0.52704  -0.251
32 O 0.30336 -1.75524 -0.64968  -0.411
33 H 0.59474 0.19105 -0.26549  0.069
34 H 1.92519 -0.84737 0.26083  0.072
35 H 1.74333 -0.58625 -1.46102  0.044
36 C 1.55876 3.68671 -3.95922  -0.087
37 C 1.82197 3.63182 -2.42601  -0.215
38 C 2.51884 2.30928 -2.04493  -0.199
39 C 3.80702 2.06144 -2.78988  -0.205
40 N 4.84142 1.84025 -3.31624  0.138
41 H 1.22830 2.73232 -4.36912  0.039
42 H 2.31871 3.88745 -4.71439  0.081
43 H 0.79926 4.40407 -4.27009  0.074
44 H 0.90833 3.64114 -1.83165  0.097
45 H 2.31214 4.50268 -1.99074  0.112
46 H 1.94709 1.42505 -2.32658  0.061
47 H 2.75366 2.32308 -0.98061  0.108
48 C 4.87181 -3.07412 -4.43301  -0.083
49 C 3.33548 -2.98742 -4.62248  -0.239
50 C 2.62894 -2.98027 -3.27887  -0.186
51 C 1.30278 -3.54430 -3.55251  -0.216
52 N 0.24301 -4.04217 -3.79869  0.154
53 H 5.20679 -2.08960 -4.10653  0.074
54 H 5.40804 -3.23710 -5.36789  0.081
55 H 5.27130 -3.79897 -3.72371  0.075
56 H 2.97423 -3.81213 -5.23686  0.114
57 H 3.08663 -2.11733 -5.23001  0.115
58 H 2.58906 -1.99146 -2.82196  0.101
59 H 3.02716 -3.73932 -2.60555  0.120
60 C -0.78027 7.00550 3.11048  -0.046
61 C -1.53937 5.92632 2.70972  -0.052
62 C -0.85078 4.70408 2.46703  -0.007
63 C 0.51641 4.45221 2.85487  -0.095
64 C 1.21081 5.52186 3.40616  -0.046
65 C 0.55166 6.79995 3.50319  0.030
66 C 2.71161 5.38470 3.78981  -0.290
67 O 3.31520 6.32229 4.20428  0.156
68 C 3.35505 4.07612 3.67474  -0.084
69 C 4.65443 3.89090 4.06234  0.001
70 C 5.36605 2.69061 3.91541  -0.006
71 C 4.62609 1.59504 3.39275  -0.053
72 C 3.27135 1.69755 3.00151  -0.020
73 C 2.60241 2.92505 3.19843  -0.052
74 C 1.14796 3.08502 2.75199  -0.251
75 O 0.44002 2.16059 2.34627  0.012
76 H -1.19574 8.00234 3.12102  0.118
77 H -2.52000 5.96125 2.25858  0.108
78 H -1.36428 4.02675 1.80073  0.089
79 H 1.10903 7.63362 3.90408  0.120
80 H 5.19897 4.74191 4.44400  0.130
81 H 6.41018 2.59436 4.17412  0.116
82 H 5.20259 0.71027 3.16640  0.099
83 H 2.85352 0.82934 2.51365  0.092
84 C 0.18504 0.05149 -4.55570  -0.080
85 C 0.17551 0.48288 -5.85126  -0.018
86 C -1.07661 0.38898 -6.50135  0.036
87 C -2.18847 -0.24321 -5.93251  -0.035
88 C -2.09519 -0.68376 -4.55635  -0.092
89 C -0.92480 -0.47636 -3.87538  -0.018
90 C -3.29866 -1.27509 -3.92851  -0.205
91 O -3.29687 -1.59746 -2.69248  -0.029
92 C -4.44514 -1.62620 -4.80697  -0.093
93 C -5.51802 -2.37891 -4.29866  0.001
94 C -6.62089 -2.73938 -5.09614  -0.026
95 C -6.68452 -2.35882 -6.44551  -0.032
96 C -5.70853 -1.52547 -6.91151  0.021
97 C -4.54657 -1.16799 -6.13204  -0.045
98 C -3.43529 -0.39536 -6.79090  -0.234
99 O -3.44851 -0.13089 -8.00334  0.118
100 H 1.04637 0.05749 -3.90418  0.084
101 H 1.15531 0.76826 -6.20475  0.125
102 H -1.16384 0.71942 -7.52584  0.126
103 H -1.01350 -0.68986 -2.82043  0.083
104 H -5.54045 -2.72424 -3.27560  0.110
105 H -7.31902 -3.45192 -4.68228  0.111
106 H -7.46770 -2.66111 -7.12497  0.123
107 H -5.80828 -1.16726 -7.92547  0.126

Atoms 1-3, force components in eV/Å:
C -0.8218 1.9683 -0.3734
N 1.2631 -1.6090 1.3975
C 0.3211 -1.3762 0.4750


Here is a molecular structure, C49H47MgN3O3SSiTe from the OMol25 dataset. Energies are from ωB97M-V/def2-TZVPD.

Calculated values
energy relative to the best compared isomer or geometry (same formula, charge and spin) = 11.2 kcal per mole
HOMO level = -7.09 eV
total charge = 0
gap between HOMO and LUMO = 7.3 eV
max |F| = 0.0105 Eh/bohr

Each line ends with the Löwdin charge.
Geometry (Å):
1 Mg 0.29810 0.20153 -0.07100  0.408
2 C 3.84814 -2.81817 0.05063  -0.151
3 Si 3.40202 -1.20766 -0.80995  0.331
4 C 2.59493 -1.68124 -2.44237  -0.218
5 C 5.02069 -0.31481 -1.20478  -0.186
6 N 2.28618 -0.30333 0.16498  -0.154
7 C 2.60069 -0.17544 1.50820  -0.327
8 C 3.90099 -0.05400 2.02836  -0.047
9 C 4.15974 -0.02649 3.39040  -0.095
10 C 3.12671 -0.10818 4.30939  -0.099
11 C 1.81801 -0.18005 3.84450  -0.022
12 C 1.58365 -0.17152 2.48790  -0.200
13 O 0.28634 -0.23460 1.96148  -0.080
14 C -0.78912 0.19592 2.73410  -0.265
15 C -0.76874 1.44154 3.33975  -0.018
16 C -1.87945 1.84852 4.06170  -0.073
17 C -2.98623 1.01738 4.16998  -0.086
18 C -2.98944 -0.21523 3.53558  -0.066
19 C -1.89032 -0.63511 2.79802  0.014
20 H 4.55966 -3.36920 -0.56841  0.034
21 H 2.95773 -3.43797 0.17059  0.010
22 H 4.29754 -2.67841 1.03347  0.026
23 H 2.92981 -2.68653 -2.70734  0.029
24 H 2.86931 -1.01990 -3.26407  0.003
25 H 1.50794 -1.71623 -2.36865  -0.025
26 H 5.35445 -0.59663 -2.20514  0.028
27 H 5.80771 -0.60121 -0.50620  0.021
28 H 4.93116 0.77281 -1.18803  0.012
29 H 4.72502 0.01317 1.33430  0.084
30 H 5.18279 0.05963 3.73232  0.100
31 H 3.32328 -0.10803 5.37234  0.096
32 H 0.98854 -0.23218 4.53599  0.120
33 H 0.10383 2.07336 3.25453  0.120
34 H -1.87582 2.81777 4.54101  0.106
35 H -3.84708 1.33254 4.74342  0.101
36 H -3.85306 -0.86091 3.60556  0.096
37 H -1.88738 -1.56487 2.24599  0.114
38 C -4.67833 3.58127 -3.53102  -0.048
39 C -3.86741 2.64245 -2.68181  -0.268
40 C -3.96149 1.26241 -2.82410  0.031
41 C -3.23252 0.38439 -2.03775  -0.082
42 C -3.47754 -1.06915 -2.27350  -0.301
43 O -3.49602 -1.51131 -3.40610  0.104
44 C -3.84448 -1.95215 -1.12617  -0.157
45 C -4.46103 -1.43228 0.00262  -0.018
46 C -4.93488 -2.28547 0.98893  -0.089
47 C -4.75124 -3.65483 0.86743  -0.089
48 C -4.11147 -4.17506 -0.25237  -0.081
49 C -3.67552 -3.32768 -1.25463  -0.044
50 C -2.28864 0.85500 -1.09281  -0.294
51 O -1.58333 0.01968 -0.39363  -0.156
52 C -2.16215 2.27338 -0.96808  -0.065
53 C -2.96937 3.11447 -1.74233  0.010
54 C -1.09890 2.91354 -0.17984  -0.181
55 N -0.06629 2.26792 0.21916  -0.008
56 C 1.12939 2.94924 0.68922  -0.256
57 C 2.17610 3.01898 -0.44206  -0.388
58 Te 1.78668 1.77391 -2.15728  1.488
59 C 0.92827 3.30944 -3.31977  -0.543
60 C 1.61517 4.49630 -3.56157  -0.163
61 C 1.03344 5.49450 -4.32872  -0.091
62 C -0.22642 5.30381 -4.87960  -0.083
63 C -0.90268 4.11456 -4.65892  -0.075
64 C -0.33329 3.12101 -3.87393  -0.137
65 C -1.25282 4.38046 0.08390  -0.200
66 C -2.09744 4.78178 1.11260  -0.018
67 C -2.26737 6.13098 1.38530  -0.071
68 C -1.60803 7.08361 0.62213  -0.084
69 C -0.77585 6.68471 -0.41362  -0.062
70 C -0.59571 5.33564 -0.68181  -0.025
71 H -5.47878 3.04964 -4.04345  0.076
72 H -4.06449 4.06641 -4.29255  0.060
73 H -5.13273 4.37023 -2.93112  0.079
74 H -4.63822 0.83955 -3.55777  0.128
75 H -4.58848 -0.36062 0.09827  0.124
76 H -5.45472 -1.87988 1.84684  0.096
77 H -5.11754 -4.31997 1.63918  0.098
78 H -3.97306 -5.24439 -0.35056  0.101
79 H -3.20428 -3.70974 -2.14828  0.116
80 H -2.86445 4.18552 -1.62611  0.124
81 H 1.54453 2.37057 1.51633  0.098
82 H 0.91721 3.95757 1.05352  0.118
83 H 3.15737 2.71200 -0.08508  0.044
84 H 2.25004 4.03302 -0.83515  0.039
85 H 2.61029 4.64602 -3.15788  0.098
86 H 1.57144 6.41636 -4.50764  0.103
87 H -0.67684 6.08020 -5.48348  0.103
88 H -1.88265 3.95905 -5.08884  0.095
89 H -0.88929 2.21303 -3.67264  0.096
90 H -2.61848 4.03300 1.69665  0.119
91 H -2.92095 6.43894 2.19082  0.104
92 H -1.74797 8.13613 0.83039  0.102
93 H -0.26846 7.42223 -1.02017  0.105
94 H 0.03336 5.02652 -1.50707  0.098
95 S -0.26738 -2.79263 -0.52960  0.776
96 C 0.30540 -4.31845 -0.19966  -0.748
97 N 0.26189 -4.80176 1.08181  0.052
98 C 0.68233 -6.03068 1.47244  -0.081
99 C 1.19848 -6.89552 0.56609  -0.070
100 C 1.28010 -6.46539 -0.78349  -0.055
101 C 0.85336 -5.23037 -1.15412  -0.083
102 H -0.12366 -4.16044 1.76355  0.139
103 H 0.57756 -6.25022 2.52425  0.127
104 H 1.53608 -7.87142 0.87513  0.103
105 H 1.69219 -7.13116 -1.52966  0.112
106 H 0.91353 -4.88983 -2.17662  0.109

Atoms 1-3, force components in eV/Å:
Mg -0.0431 -0.4887 -0.0082
C 0.0360 0.0138 -0.0331
Si -0.1778 -0.0782 -0.0249